Formula: C5H8O2
Source: OMol25
Level of theory: ωB97M-V/def2-TZVPD

Computed properties:
* strongest force on any atom: 0.62 eV Å⁻¹
* highest occupied orbital energy: -0.330 Eh
* relative energy (zero: lowest compared OMol25 entry of this formula, charge and spin): 115.86 kcal per mole
* SMILES: C1=CC1.C=O.C=O
* total charge: 0
* spin multiplicity: 1
* E: -345.62033 hartree

Each line ends with the Löwdin charge.
Atoms and positions in Å:
C 0.73 -0.45 -1.64  -0.0908
C 0.55 0.83 -1.64  -0.0864
C 1.75 0.35 -0.90  -0.1634
H 0.43 -1.45 -1.92  0.0907
H -0.03 1.69 -1.93  0.0920
H 1.76 0.37 0.20  0.0612
H 2.75 0.50 -1.33  0.0719
C -0.25 -1.34 1.54  -0.1647
O -0.10 -1.96 0.52  -0.0030
H 0.53 -0.67 1.95  0.0929
H -1.20 -1.39 2.11  0.0831
C -1.74 0.88 0.75  -0.1642
O -0.98 1.76 0.45  -0.0013
H -2.12 0.13 0.03  0.0975
H -2.10 0.76 1.80  0.0846

***

Formula: C5H8O2
Source: OMol25
Level of theory: ωB97M-V/def2-TZVPD

Computed properties:
* strongest force on any atom: 1.95 eV Å⁻¹
* highest occupied orbital energy: -0.326 Eh
* relative energy (zero: lowest compared OMol25 entry of this formula, charge and spin): 52.89 kcal per mole
* SMILES: O/C=C\C1(O)CC1
* total charge: 0
* spin multiplicity: 1
* E: -345.72067 hartree

Each line ends with the Löwdin charge.
Atoms and positions in Å:
O 2.04 0.68 -0.86  -0.0124
C 1.93 0.34 0.44  -0.1959
C 0.79 -0.19 0.93  -0.0395
C -0.34 -0.24 -0.05  -0.5087
O 0.19 -0.94 -1.19  -0.0204
C -1.78 -0.45 0.23  -0.0618
C -1.29 0.88 -0.30  -0.0489
H 1.29 0.15 -1.35  0.1002
H 2.82 0.50 1.05  0.1229
H 0.70 -0.55 1.94  0.1058
H 0.84 -1.46 -0.66  0.1178
H -2.11 -0.53 1.26  0.1060
H -2.29 -1.08 -0.49  0.1115
H -1.53 1.15 -1.33  0.1114
H -1.26 1.73 0.38  0.1121

***

Formula: C5H8O2
Source: OMol25
Level of theory: ωB97M-V/def2-TZVPD

Computed properties:
* strongest force on any atom: 1.04 eV Å⁻¹
* highest occupied orbital energy: -0.347 Eh
* relative energy (zero: lowest compared OMol25 entry of this formula, charge and spin): 71.31 kcal per mole
* SMILES: C=C=O.C=C.C=O
* total charge: 0
* spin multiplicity: 1
* E: -345.69131 hartree

Each line ends with the Löwdin charge.
Atoms and positions in Å:
C -0.32 -1.51 -1.23  0.0082
C -0.63 -1.26 0.02  -0.3219
O -1.00 -1.05 1.11  0.1439
H 0.59 -1.11 -1.66  0.0559
H -1.00 -2.13 -1.80  0.0655
C 1.63 0.87 0.17  -0.0767
C 2.07 -0.22 0.80  -0.0868
H 1.94 1.10 -0.84  0.0580
H 0.93 1.56 0.64  0.0469
H 2.75 -0.93 0.32  0.0566
H 1.75 -0.47 1.81  0.0576
C -2.20 1.33 0.14  -0.1570
O -1.59 2.26 0.59  -0.0108
H -1.89 0.81 -0.78  0.0720
H -3.11 0.92 0.63  0.0884

***

Formula: C5H8O2
Source: OMol25
Level of theory: ωB97M-V/def2-TZVPD

Computed properties:
* strongest force on any atom: 0.98 eV Å⁻¹
* highest occupied orbital energy (alpha / beta): -0.294 / -0.279 Eh
* relative energy (zero: lowest compared OMol25 entry of this formula, charge and spin): 125.59 kcal per mole
* total charge: 0
* spin multiplicity: 1
* E: -345.60481 hartree

Each line ends with the Löwdin charge.
Atoms and positions in Å:
O 1.64 -0.96 1.08  -0.0094
C 1.44 0.23 0.45  -0.3034
C 2.15 0.72 -0.57  0.0073
C -1.78 0.90 0.29  -0.1162
C -1.73 -0.61 0.47  -0.1470
C -1.26 -0.57 -0.94  -0.1466
O -1.42 0.73 -1.05  -0.0188
H 2.39 -1.40 0.66  0.1033
H 0.59 0.76 0.88  0.0908
H 1.87 1.68 -1.00  0.0554
H 2.99 0.19 -1.01  0.0551
H -2.67 1.51 0.41  0.0877
H -1.02 -1.07 1.17  0.1069
H -2.73 -1.02 0.61  0.1210
H -0.50 -1.08 -1.52  0.1138

***

Formula: C5H8O2
Source: OMol25
Level of theory: ωB97M-V/def2-TZVPD

Computed properties:
* strongest force on any atom: 1.52 eV Å⁻¹
* highest occupied orbital energy: -0.364 Eh
* relative energy (zero: lowest compared OMol25 entry of this formula, charge and spin): 92.60 kcal per mole
* SMILES: C#C[C@H](O)CCO
* total charge: 0
* spin multiplicity: 1
* E: -345.65740 hartree

Each line ends with the Löwdin charge.
Atoms and positions in Å:
C 1.65 -1.62 -0.22  0.1568
C 1.35 -0.68 -0.93  -0.0500
C 0.89 0.53 -0.20  -0.3806
O 0.86 0.12 1.22  -0.1005
C -0.51 1.01 -0.54  -0.1392
C -1.58 -0.07 -0.36  -0.2665
O -1.84 -0.38 1.00  -0.0662
H 1.86 -2.40 0.47  0.0587
H 1.62 1.32 -0.32  0.1399
H 1.75 0.17 1.60  0.1029
H -0.75 1.84 0.14  0.1254
H -0.51 1.38 -1.57  0.1256
H -2.53 0.29 -0.77  0.1179
H -1.29 -0.97 -0.92  0.1129
H -0.98 -0.54 1.42  0.0627

***

Formula: C5H8O2
Source: OMol25
Level of theory: ωB97M-V/def2-TZVPD

Computed properties:
* strongest force on any atom: 0.32 eV Å⁻¹
* highest occupied orbital energy: -0.330 Eh
* relative energy (zero: lowest compared OMol25 entry of this formula, charge and spin): 142.13 kcal per mole
* total charge: 0
* spin multiplicity: 1
* E: -345.57846 hartree

Each line ends with the Löwdin charge.
Atoms and positions in Å:
O -1.73 1.14 0.73  -0.0999
C -0.96 -0.10 0.65  -0.2441
C -0.54 -0.50 -0.78  -0.0742
C 0.90 -0.40 -0.32  -0.2916
C 2.06 -0.66 -0.90  0.0570
O -1.09 2.20 -0.09  -0.2051
C 0.50 0.13 1.04  -0.0676
H -2.57 1.02 0.27  0.1655
H -1.53 -0.83 1.23  0.1551
H -0.82 0.28 -1.49  0.1186
H -0.89 -1.49 -1.12  0.1191
H 3.00 -0.50 -0.38  0.0619
H 2.11 -1.04 -1.92  0.0616
H 0.69 1.20 1.16  0.1225
H 0.85 -0.43 1.92  0.1212

***

Formula: C5H8O2
Source: OMol25
Level of theory: ωB97M-V/def2-TZVPD

Computed properties:
* strongest force on any atom: 0.88 eV Å⁻¹
* highest occupied orbital energy: -0.377 Eh
* relative energy (zero: lowest compared OMol25 entry of this formula, charge and spin): 31.74 kcal per mole
* SMILES: CC1(OC=O)CC1
* total charge: 0
* spin multiplicity: 1
* E: -345.75437 hartree

Each line ends with the Löwdin charge.
Atoms and positions in Å:
C -0.87 -0.86 0.78  -0.0023
C 0.25 -0.03 0.22  -0.5164
O -0.13 1.33 0.40  0.0067
C -1.23 1.71 -0.30  -0.3364
O -1.44 1.49 -1.46  0.0986
C 0.95 -0.43 -1.03  -0.0655
C 1.70 -0.38 0.28  -0.0496
H -0.68 -1.94 0.70  0.0959
H -1.75 -0.53 0.20  0.0852
H -1.09 -0.62 1.82  0.0916
H -1.94 2.25 0.36  0.1501
H 0.68 -1.40 -1.45  0.1116
H 1.14 0.35 -1.76  0.1121
H 1.97 -1.31 0.77  0.1080
H 2.40 0.44 0.42  0.1103

***

Formula: C5H8O2
Source: OMol25
Level of theory: ωB97M-V/def2-TZVPD

Computed properties:
* strongest force on any atom: 0.83 eV Å⁻¹
* highest occupied orbital energy: -0.378 Eh
* relative energy (zero: lowest compared OMol25 entry of this formula, charge and spin): 51.45 kcal per mole
* SMILES: C#C[C@](C)(O)CO
* total charge: 0
* spin multiplicity: 1
* E: -345.72296 hartree

Each line ends with the Löwdin charge.
Atoms and positions in Å:
C 2.44 0.18 -0.37  0.1442
C 1.27 -0.09 -0.26  -0.0614
C -0.19 -0.32 -0.17  -0.5906
C -0.51 -1.53 0.70  -0.0105
O -0.71 -0.58 -1.47  0.0038
C -0.84 0.96 0.38  -0.2037
O -0.58 2.05 -0.48  -0.0506
H 3.49 0.38 -0.46  0.0304
H -1.55 -1.52 1.02  0.0895
H 0.13 -1.55 1.58  0.0917
H -0.34 -2.44 0.12  0.0947
H -0.58 0.25 -1.96  0.1031
H -0.49 1.15 1.40  0.1364
H -1.92 0.82 0.38  0.1349
H 0.37 2.25 -0.42  0.0882

***

Formula: C5H8O2
Source: OMol25
Level of theory: ωB97M-V/def2-TZVPD

Computed properties:
* strongest force on any atom: 0.50 eV Å⁻¹
* highest occupied orbital energy: -0.373 Eh
* relative energy (zero: lowest compared OMol25 entry of this formula, charge and spin): 66.38 kcal per mole
* SMILES: C#CCOCCO
* total charge: 0
* spin multiplicity: 1
* E: -345.69917 hartree

Each line ends with the Löwdin charge.
Atoms and positions in Å:
C -3.56 -0.31 -0.62  0.1193
C -2.38 -0.15 -0.78  -0.0928
C -0.94 0.04 -1.01  -0.2423
O -0.29 0.25 0.23  -0.1531
C 1.07 0.58 0.08  -0.2133
C 1.66 0.58 1.48  -0.2487
O 1.51 -0.68 2.09  -0.0552
H -4.61 -0.43 -0.47  0.0289
H -0.51 -0.83 -1.52  0.1320
H -0.80 0.91 -1.67  0.1299
H 1.58 -0.18 -0.53  0.1316
H 1.19 1.56 -0.41  0.1304
H 2.73 0.80 1.43  0.1239
H 1.17 1.38 2.07  0.1233
H 0.58 -0.91 1.97  0.0862

***

Formula: C5H8O2
Source: OMol25
Level of theory: ωB97M-V/def2-TZVPD

Computed properties:
* strongest force on any atom: 0.49 eV Å⁻¹
* highest occupied orbital energy: -0.355 Eh
* relative energy (zero: lowest compared OMol25 entry of this formula, charge and spin): 17.76 kcal per mole
* SMILES: CC(=O)[C@@H](C)C=O
* total charge: 0
* spin multiplicity: 1
* E: -345.77665 hartree

Each line ends with the Löwdin charge.
Atoms and positions in Å:
C -1.80 0.34 0.38  -0.0064
C -0.87 -0.79 0.01  -0.4149
O -1.22 -1.94 0.03  0.1113
C 0.55 -0.40 -0.43  -0.2649
C 0.83 1.09 -0.58  -0.0756
C 1.50 -1.04 0.57  -0.2394
O 1.87 -2.18 0.53  0.0922
H -1.27 1.18 0.84  0.0708
H -2.56 -0.03 1.06  0.0899
H -2.29 0.68 -0.53  0.0991
H 0.70 -0.91 -1.39  0.1589
H 1.81 1.21 -1.05  0.0853
H 0.85 1.58 0.38  0.0764
H 0.09 1.57 -1.21  0.0832
H 1.81 -0.36 1.38  0.1339

***

Formula: C5H8O2
Source: OMol25
Level of theory: ωB97M-V/def2-TZVPD

Computed properties:
* strongest force on any atom: 1.22 eV Å⁻¹
* highest occupied orbital energy: -0.344 Eh
* relative energy (zero: lowest compared OMol25 entry of this formula, charge and spin): 69.07 kcal per mole
* SMILES: C[C@@]12C[C@]1(O)CO2
* total charge: 0
* spin multiplicity: 1
* E: -345.69489 hartree

Each line ends with the Löwdin charge.
Atoms and positions in Å:
C 1.81 -0.15 0.90  0.0151
C 0.62 0.17 0.00  -0.3492
C -0.01 -0.77 -0.98  0.0313
C -0.78 -0.24 0.23  -0.4391
O -1.27 -0.97 1.30  0.0543
C -1.21 1.16 -0.07  -0.1042
O 0.12 1.48 -0.54  -0.0605
H 2.75 -0.33 0.37  0.0774
H 1.59 -1.09 1.45  0.0928
H 1.98 0.60 1.68  0.0824
H -0.20 -0.24 -1.91  0.1147
H 0.32 -1.80 -1.07  0.1189
H -2.22 -0.79 1.34  0.1082
H -2.07 1.28 -0.76  0.1291
H -1.41 1.74 0.84  0.1286

***

Formula: C5H8O2
Source: OMol25
Level of theory: ωB97M-V/def2-TZVPD

Computed properties:
* strongest force on any atom: 2.31 eV Å⁻¹
* highest occupied orbital energy: -0.349 Eh
* relative energy (zero: lowest compared OMol25 entry of this formula, charge and spin): 23.38 kcal per mole
* SMILES: C=CCCC(=O)O
* total charge: 0
* spin multiplicity: 1
* E: -345.76770 hartree

Each line ends with the Löwdin charge.
Atoms and positions in Å:
C 1.93 -0.65 -0.38  -0.0005
C 1.53 -0.32 0.85  -0.1674
C 0.11 0.08 1.18  -0.1887
C -0.61 0.82 0.04  -0.0971
C -1.44 -0.17 -0.76  -0.5212
O -1.37 -1.37 -0.72  0.1091
O -2.48 0.44 -1.38  0.0885
H 1.51 -0.05 -1.18  0.0552
H 2.95 -0.91 -0.59  0.0487
H 2.27 -0.34 1.65  0.0949
H -0.45 -0.82 1.39  0.1121
H 0.15 0.72 2.06  0.1077
H -1.36 1.50 0.43  0.1228
H 0.13 1.30 -0.60  0.1154
H -2.84 -0.23 -1.99  0.1205